100
Properties=species:S:1:pos:R:3:forces:R:3:lowdin_spin:R:1 method="wB97M-V/def2-TZVPD" spin_multiplicity=5 total_energy_ha=-7782.09816 charge=-2 lumo_ha="0.14251 / 0.12627"
Fe 11.611911 13.787582 10.876937 0.625 0.098 -0.001 1.9230
Br 5.718318 13.110042 6.350348 0.239 -0.037 0.237 -0.0037
C 7.428912 13.316999 7.226183 -0.174 -0.065 0.386 0.0024
C 8.453740 13.924300 6.520484 0.212 -0.237 0.319 0.0968
C 9.683767 14.082015 7.160165 -0.389 -0.012 -0.592 0.0146
C 9.937815 13.650965 8.471885 -0.083 0.157 0.167 0.0549
O 11.115834 13.838490 8.978461 -0.164 -0.166 0.311 0.0475
C 8.846391 13.042612 9.199072 0.076 0.374 -0.744 0.0142
C 8.931672 12.633326 10.535939 -0.428 -0.425 0.815 0.2665
N 9.983102 12.768827 11.367776 -0.331 -0.095 0.348 0.0576
C 9.891019 12.403060 12.685803 0.198 0.158 -0.575 0.0469
C 8.880502 11.669576 13.311631 0.035 -0.025 0.318 0.0973
C 8.932182 11.400928 14.703029 -0.524 -0.391 -0.577 0.0065
C 9.968008 11.810295 15.492700 0.303 0.244 -0.211 0.0882
C 11.032886 12.550957 14.880269 -0.588 -0.342 0.672 0.0004
C 12.123519 13.010390 15.633153 0.568 0.193 -0.110 0.0291
C 13.126701 13.726502 15.015397 -0.473 -0.125 -0.098 0.0046
C 12.991274 13.991364 13.645431 0.093 -0.211 -0.023 0.0315
N 11.964693 13.566848 12.919697 0.206 0.168 -0.490 -0.0141
C 10.980392 12.844657 13.500686 0.355 0.127 0.613 -0.0059
C 7.599857 12.909253 8.538149 -0.219 -0.189 -0.371 0.0933
H 8.274894 14.228093 5.500426 0.197 0.152 -0.069 0.0069
H 10.488242 14.547044 6.610515 0.133 0.098 0.104 -0.0016
H 7.985631 12.245210 10.935078 0.360 0.103 0.067 0.0157
H 8.074336 11.297918 12.699301 -0.186 -0.115 0.181 0.0103
H 8.119364 10.810646 15.144469 0.262 0.260 -0.172 -0.0022
H 9.998697 11.600482 16.558913 0.019 0.025 -0.162 0.0058
H 12.189636 12.777576 16.695222 -0.123 0.012 -0.164 0.0010
H 13.995320 14.086260 15.556783 -0.104 -0.016 -0.104 -0.0005
H 13.776211 14.517017 13.121366 -0.124 0.105 -0.126 0.0019
H 6.763565 12.453411 9.065431 0.146 0.092 -0.009 0.0041
S 14.106416 13.682377 10.665592 -0.238 -0.220 -0.063 0.0684
C 14.692143 15.291268 10.678083 1.110 -0.497 0.312 0.0669
C 16.138342 15.433680 10.745971 0.204 -0.360 -0.352 0.0095
N 17.294379 15.421791 10.669959 -0.640 0.152 0.275 0.0297
C 13.929911 16.396793 10.549508 -0.377 1.331 -0.353 0.0049
S 12.251303 16.417720 10.139131 -0.186 -0.231 0.243 0.2188
C 14.591099 17.677750 10.516049 -0.189 -0.316 0.126 -0.0023
N 15.098470 18.709169 10.467184 0.143 0.302 0.020 -0.0136
C 15.426473 10.446452 11.651492 -0.154 0.358 -0.231 0.0006
Si 13.969732 9.482249 10.990323 0.507 -0.569 0.499 0.0075
C 13.025739 8.787758 12.474767 -0.641 0.594 -0.073 0.0003
C 14.665527 8.080526 9.969693 0.376 -0.003 0.263 0.0031
Sb 12.424801 11.019990 9.777131 -0.319 0.672 0.491 0.0251
Si 13.734669 11.628746 7.708399 0.385 -0.111 -0.396 0.0023
C 12.805138 12.826326 6.661255 -0.391 0.411 -0.148 0.0005
C 15.443527 12.312979 7.969228 -0.029 0.158 0.277 0.0016
C 13.944959 10.018025 6.765610 0.328 -0.253 -0.086 0.0013
Si 10.669014 9.521128 8.790504 -0.284 -0.786 -0.262 0.0065
C 11.428930 7.834618 8.474062 0.400 0.123 -0.301 0.0031
C 10.124913 10.197866 7.148939 -0.781 0.028 -0.453 0.0009
C 9.217573 9.271151 9.945888 -0.225 0.486 -0.093 0.0067
H 16.155494 9.813321 12.154164 0.068 -0.150 0.017 0.0000
H 15.044924 11.178499 12.356978 0.030 0.192 0.207 0.0005
H 15.914793 11.028344 10.865381 0.079 -0.102 0.092 0.0000
H 13.503186 8.003178 13.070240 0.043 0.068 -0.223 0.0000
H 12.050737 8.445200 12.099829 0.142 -0.237 0.201 0.0001
H 12.777989 9.636605 13.139493 0.161 -0.295 -0.142 0.0000
H 15.364809 7.440164 10.511103 -0.021 -0.005 0.175 0.0006
H 15.198191 8.489627 9.128852 0.394 0.248 -0.375 0.0001
H 13.887081 7.479997 9.556545 -0.560 -0.592 -0.235 0.0001
H 12.722588 13.790613 7.162611 0.204 0.048 0.085 0.0003
H 11.772129 12.516561 6.537308 -0.153 -0.135 -0.230 0.0000
H 13.265355 12.966707 5.675859 0.022 -0.110 0.084 0.0000
H 15.408548 13.375447 8.177213 -0.083 0.168 0.127 0.0005
H 16.055261 12.180205 7.085997 0.175 -0.276 -0.345 0.0001
H 15.912865 11.843726 8.822475 0.358 -0.108 0.172 0.0001
H 12.986224 9.727907 6.343519 -0.081 -0.238 -0.051 0.0000
H 14.272227 9.244573 7.477140 -0.086 0.119 -0.442 0.0003
H 14.670032 10.087656 5.938866 -0.127 0.024 0.226 0.0002
H 12.328760 7.970919 7.870057 0.019 -0.052 -0.001 0.0002
H 10.808575 7.109953 7.959635 -0.412 -0.096 -0.109 0.0006
H 11.745570 7.404199 9.411769 0.080 -0.259 0.404 0.0001
H 11.013132 10.419629 6.583370 0.377 0.027 -0.445 0.0001
H 9.595250 11.151451 7.241762 -0.073 -0.088 0.072 0.0003
H 9.493540 9.510299 6.536854 0.383 0.320 0.547 0.0001
H 9.580994 9.236360 10.964263 0.023 -0.144 0.429 0.0005
H 8.613062 8.383024 9.738469 0.166 0.007 -0.081 0.0005
H 8.573791 10.156130 9.884105 0.022 -0.152 0.011 0.0043
C 8.537652 20.521973 15.766583 0.133 0.512 0.078 0.0025
C 8.841286 19.459638 14.756830 -0.299 -0.103 -0.396 0.0128
C 10.026509 18.742505 14.774229 0.141 0.135 -0.300 -0.0025
C 10.313938 17.776122 13.798603 -0.385 0.456 0.455 0.0161
C 11.573895 16.969730 13.913394 -0.264 -0.173 -0.261 0.0049
C 9.344459 17.507845 12.813169 0.073 0.158 0.484 0.0469
Te 9.538097 15.893681 11.539736 0.120 -0.211 -0.483 0.5091
C 8.122113 18.196623 12.800661 -0.136 0.153 0.287 0.0215
C 7.024544 17.863905 11.816471 -0.067 -0.388 0.064 0.0227
C 7.897444 19.165166 13.773874 -0.220 0.284 -0.030 -0.0019
H 9.086794 20.357869 16.690261 0.160 0.042 0.102 0.0002
H 7.484970 20.508576 16.017325 -0.348 0.011 0.088 0.0003
H 8.757958 21.549269 15.413975 0.052 -0.483 0.049 0.0010
H 10.739058 18.974912 15.567075 0.049 -0.210 -0.192 -0.0005
H 12.241462 17.384642 14.674754 -0.101 -0.160 -0.045 0.0002
H 12.097695 16.913365 12.950938 -0.038 0.014 0.177 -0.0008
H 11.266509 15.940721 14.163333 0.327 0.232 0.055 0.0025
H 6.829815 16.769837 11.763368 0.035 0.702 0.160 0.0187
H 7.289427 18.159937 10.805224 0.194 0.005 -0.186 0.0008
H 6.103427 18.390625 12.072419 -0.023 -0.060 0.117 0.0012
H 6.949029 19.723194 13.776394 0.334 -0.282 -0.025 0.0000